# 1
Density functional theory data (ωB97M-V with the def2-TZVPD basis set) for a structure of composition C38H70AlF12N2O13P2 in a non-equilibrium geometry.

Output
Kohn-Sham gap (eV): 2.05
DFT total energy (eV): -127929.003
HOMO (Ha): -0.1364
Max |F| (eV Å⁻¹): 5.719
LUMO level (eV): -1.66
Net charge: -1

Atoms and positions in Å:
P: -0.507 0.098 -1.135
P: 3.761 3.404 -2.681
Al: 2.056 2.152 0.701
F: 3.179 4.091 -1.343
F: -1.812 -0.375 -0.360
F: 5.175 3.303 -1.861
F: -0.084 -1.419 -1.505
F: 0.950 0.623 -1.640
F: -1.327 0.501 -2.477
F: -0.586 1.637 -0.625
F: 3.233 2.039 -2.051
F: 4.457 2.669 -3.913
F: 0.334 -0.160 0.251
F: 2.412 3.596 -3.535
F: 4.313 4.855 -3.173
O: 0.423 4.146 -0.935
O: -1.277 -4.867 2.752
O: 1.579 -1.744 -6.348
O: -0.310 6.084 -0.185
O: 0.044 -3.180 -5.548
O: -6.534 1.394 -1.445
O: 4.548 0.323 -0.279
O: 0.916 -3.345 -7.743
O: 2.190 -5.594 -0.648
O: 0.056 2.983 2.797
O: -2.167 -3.252 1.449
O: -1.787 4.640 -0.992
O: -3.368 -4.155 3.000
N: 5.192 -0.825 -0.592
N: -1.210 2.892 3.384
C: 0.852 -2.825 -6.677
C: -0.070 -2.006 -4.791
C: -0.480 4.865 -0.660
C: -2.565 5.816 -0.832
C: -6.291 -0.044 -1.605
C: -0.045 -5.759 -1.487
C: -1.606 6.720 -0.032
C: -0.499 4.143 5.491
C: -1.475 4.106 4.246
C: 2.071 -6.857 -1.338
C: 1.163 0.237 -5.154
C: 3.451 -2.406 0.407
C: 5.725 -3.585 -1.297
C: -4.885 -0.324 -1.093
C: 4.934 -1.948 0.402
C: 0.598 -7.125 -1.448
C: -4.523 -2.068 3.450
C: 0.899 -5.003 -0.581
C: -3.872 5.439 -0.186
C: 1.260 -1.254 -5.068
C: -5.372 1.957 -0.963
C: -1.467 0.409 2.746
C: -0.619 1.009 5.009
C: -3.277 2.749 5.283
C: -3.433 -2.730 1.217
C: 5.275 -1.566 1.819
C: -4.763 0.826 -0.169
C: 5.202 -1.151 -2.073
C: -1.284 5.447 3.556
C: -2.193 -4.160 2.431
C: -2.928 4.095 4.652
C: 5.958 -0.144 -2.980
C: -2.992 1.475 4.329
C: 3.763 -1.277 -2.587
C: 5.911 -3.120 0.100
C: 6.002 -2.448 -2.285
C: -4.245 -3.189 2.427
C: -1.492 1.497 3.872
H: 3.383 -2.297 -2.484
H: -7.068 -0.703 -1.218
H: 1.016 -4.005 -1.011
H: -4.355 2.627 5.412
H: 2.751 -7.612 -0.941
H: -4.306 4.670 -0.824
H: 7.011 -0.141 -2.686
H: 5.762 -2.867 -3.263
H: 6.354 -1.495 1.965
H: -1.101 -5.863 -1.234
H: 3.460 -3.249 1.097
H: -3.784 -3.004 0.221
H: -0.933 6.233 4.221
H: 2.929 -0.706 -2.180
H: 2.118 0.710 -5.379
H: 4.735 -0.703 2.209
H: -5.116 -1.391 2.827
H: 0.516 4.424 5.209
H: -5.719 2.744 -0.284
H: -3.451 4.281 3.710
H: -3.698 4.993 0.795
H: -0.901 4.901 6.166
H: 4.999 -2.316 2.564
H: -0.990 1.308 5.990
H: -3.647 -1.547 3.827
H: 0.412 0.502 -5.901
H: 6.351 -4.441 -1.554
H: 7.084 -2.307 -2.263
H: -0.106 -5.396 -2.515
H: 4.700 -3.929 -1.457
H: 0.223 -7.664 -0.574
H: -5.326 0.633 0.745
H: -0.953 -1.436 -5.092
H: -3.732 1.117 0.044
H: -4.556 6.273 -0.029
H: -0.470 0.292 2.324
H: -2.850 6.377 -1.725
H: 5.659 0.903 -2.933
H: -0.364 3.271 6.129
H: -0.532 5.424 2.760
H: 6.001 -0.391 -4.041
H: 0.357 -7.831 -2.245
H: -2.289 0.549 2.048
H: -3.347 4.876 5.289
H: -0.571 -0.080 5.069
H: 2.857 -1.560 0.750
H: -5.163 -3.651 2.063
H: 5.650 -3.991 0.703
H: 3.088 -2.766 -0.552
H: -6.273 -0.223 -2.682
H: -1.799 6.755 1.040
H: -1.543 -0.541 3.279
H: -0.265 -2.262 -3.750
H: -3.380 0.613 4.867
H: -2.760 2.647 6.237
H: -3.529 1.703 3.407
H: 3.840 -1.147 -3.667
H: 2.002 -1.519 -4.318
H: 2.399 -6.861 -2.384
H: 0.802 0.707 -4.238
H: -1.637 7.711 -0.481
H: -5.252 -2.293 4.228
H: 6.963 -2.862 0.228
H: -3.311 -1.646 1.153
H: -4.880 2.515 -1.765
H: -2.095 5.706 2.872
H: 0.422 1.311 4.889
H: -4.689 -1.296 -0.645
H: 0.517 -4.860 0.430
H: -4.158 -0.236 -1.901

# 2
Density functional theory data (ωB97M-V with the def2-TZVPD basis set) for a cluster of 13 separate species, C38H70Br8O27 in total in a non-equilibrium geometry.

Output
Kohn-Sham gap (eV): 10.21
DFT total energy (eV): -656165.424
HOMO (Ha): -0.3652
Max |F| (eV Å⁻¹): 1.785
LUMO level (eV): 0.27
Net charge: 0

Atoms and positions in Å:
Br: -6.195 -4.291 5.189
Br: 0.445 -3.560 -1.470
Br: -4.203 1.480 4.563
Br: -5.593 3.926 0.836
Br: -1.912 3.051 -0.625
Br: -1.579 3.255 3.004
Br: -4.962 -1.435 1.739
Br: -2.805 -5.035 1.522
O: 3.485 5.696 -0.673
O: -4.734 -2.629 -4.104
O: 0.120 0.097 -1.343
O: 4.807 -1.417 -2.839
O: -0.106 -2.872 -4.736
O: -0.980 -0.848 -5.266
O: 2.488 2.482 2.455
O: 3.123 -2.521 3.104
O: 1.285 3.690 -5.182
O: 4.304 3.647 1.895
O: -0.564 -4.287 4.785
O: 2.198 4.138 -1.608
O: 2.543 4.556 3.019
O: -1.284 -0.057 0.247
O: -3.572 -1.166 -2.927
O: -1.644 -2.702 3.599
O: 1.198 -1.332 -5.439
O: -2.680 -3.878 5.188
O: 1.265 6.026 -0.936
O: 4.960 0.101 -1.174
O: 4.937 -2.990 4.159
O: 4.380 -2.066 -0.863
O: 0.770 -0.963 0.536
O: -5.063 -0.420 -4.360
O: 0.319 5.572 -4.519
O: 3.181 -4.358 4.420
O: 2.245 5.674 -5.667
C: 1.707 -2.599 2.939
C: 0.053 -5.922 6.397
C: 2.964 5.908 2.944
C: -1.939 4.686 -4.126
C: 2.255 5.354 -1.074
C: -2.338 -4.922 6.094
C: 3.005 1.235 2.013
C: -0.069 -1.626 -5.179
C: 5.668 -3.754 5.112
C: 4.094 -1.906 0.513
C: -1.360 -4.021 0.561
C: 5.081 -0.467 -3.866
C: 3.457 3.467 -1.409
C: 1.482 -0.126 -6.127
C: -0.600 4.198 1.536
C: 3.796 2.732 -2.705
C: 3.700 -3.401 3.904
C: -6.121 -0.641 -5.282
C: 1.382 5.045 -5.160
C: -0.053 -0.369 -0.100
C: -1.697 -0.347 1.567
C: -4.482 -1.491 -3.806
C: 3.192 3.591 2.379
C: 0.177 3.243 -4.395
C: -4.984 2.428 1.990
C: -1.048 -5.477 5.462
C: -1.635 -3.540 4.464
C: -1.392 -3.431 -4.449
C: 4.397 4.648 -1.036
C: -5.236 2.783 3.430
C: -3.391 0.152 -2.412
C: -0.449 4.550 -3.877
C: -1.568 4.616 0.456
C: -1.010 -4.637 -0.748
C: -5.920 -3.501 3.409
C: 1.259 -0.335 -2.039
C: 4.766 -1.020 -1.574
C: -5.371 -2.101 3.521
H: 5.627 -4.823 4.900
H: 2.498 -0.154 -6.509
H: 3.370 2.776 -0.571
H: 1.382 -3.433 2.314
H: -5.815 -1.442 -5.957
H: -1.345 0.400 2.283
H: -0.603 -3.859 1.324
H: -4.905 3.782 3.692
H: -2.437 4.060 -3.386
H: -1.201 5.442 -0.153
H: 3.387 -1.113 0.771
H: 5.418 -1.045 -4.719
H: -3.919 2.271 1.839
H: 5.811 0.304 -3.623
H: -2.779 -0.216 1.623
H: 4.715 2.160 -2.717
H: 3.594 -2.787 0.905
H: -6.925 -3.534 3.002
H: -0.047 -6.998 6.564
H: 5.015 -1.680 1.053
H: 0.142 3.489 1.184
H: -7.056 -0.940 -4.815
H: -1.498 -1.352 1.940
H: 1.269 -2.848 3.907
H: -5.493 1.506 1.720
H: -4.413 -2.091 4.036
H: 5.054 4.410 -0.205
H: -2.559 0.168 -1.712
H: -6.249 2.578 3.757
H: -1.231 -4.427 -4.041
H: -1.994 -3.391 -5.351
H: -6.248 0.256 -5.880
H: 1.485 0.398 -2.816
H: 4.137 0.046 -4.067
H: -2.530 4.984 0.808
H: 3.352 1.262 0.980
H: 1.391 0.698 -5.417
H: -3.086 -5.698 6.226
H: 3.682 6.021 2.126
H: -1.819 -4.457 -1.448
H: -4.239 0.350 -1.749
H: 6.699 -3.420 5.051
H: -2.195 4.391 -5.143
H: 1.032 -5.844 5.925
H: 2.196 -0.369 -1.476
H: -1.358 -6.212 4.715
H: 2.937 2.075 -2.865
H: -0.100 5.020 2.041
H: 2.284 0.455 2.224
H: 2.130 6.526 2.616
H: -5.276 -4.204 2.895
H: 5.033 4.890 -1.890
H: -6.012 -1.346 3.962
H: -1.878 -2.955 -3.593
H: -2.113 -4.463 7.061
H: 3.731 3.502 -3.478
H: -1.734 -3.005 0.428
H: -0.608 -5.641 -0.700
H: 1.382 -1.631 2.578
H: 3.418 6.238 3.873
H: 0.607 2.755 -3.518
H: -3.269 0.886 -3.202
H: -0.443 2.589 -5.004
H: 3.914 1.033 2.589
H: -2.307 5.698 -3.954
H: 0.823 0.096 -6.965
H: -0.156 4.614 -2.827
H: 1.106 -1.326 -2.462
H: 0.034 -5.396 7.348
H: 5.233 -3.597 6.098

# 3
Density functional theory data (ωB97M-V with the def2-TZVPD basis set) for a cluster of 22 separate species, C38H72BCl42N2O5S in total in a non-equilibrium geometry.

Output
Kohn-Sham gap (eV): 7.17
DFT total energy (eV): -591230.253
HOMO (Ha): -0.4296
Max |F| (eV Å⁻¹): 4.971
LUMO level (eV): -4.52
Net charge: +1

Atoms and positions in Å:
Cl: 4.811 -6.324 -3.804
Cl: 3.181 -5.164 -1.680
Cl: 9.770 -8.504 -3.798
Cl: 12.904 0.604 2.299
Cl: -6.476 2.981 5.440
Cl: -3.612 8.935 -2.452
Cl: -4.094 4.487 4.686
Cl: 6.372 -2.493 -1.382
Cl: -2.285 6.109 -1.112
Cl: 7.120 -7.514 2.224
Cl: -8.260 -0.479 6.972
Cl: -3.894 6.390 1.306
Cl: -3.732 4.555 -12.101
Cl: 15.256 3.493 1.900
Cl: 9.816 -3.156 -2.645
Cl: -9.941 -0.686 10.214
Cl: -6.658 2.261 1.473
Cl: 4.149 3.898 -2.352
Cl: 8.218 1.265 3.695
Cl: 1.403 4.755 -2.827
Cl: -7.674 -3.956 7.784
Cl: -12.656 -1.752 10.202
Cl: 16.363 2.814 -0.713
Cl: 2.453 0.753 -2.475
Cl: 4.503 -3.856 1.243
Cl: 10.526 -0.952 2.955
Cl: -5.159 -4.654 6.479
Cl: -0.328 2.665 -4.944
Cl: -2.769 1.148 -9.075
Cl: 4.966 0.303 -3.895
Cl: 8.086 -0.352 -0.387
Cl: -5.481 0.442 -9.889
Cl: 4.558 -6.857 3.455
Cl: 8.932 -1.273 -4.691
Cl: 8.260 -6.241 -2.746
Cl: -5.640 0.558 -0.671
Cl: 3.827 -2.467 3.719
Cl: -5.521 0.138 7.762
Cl: -2.046 7.751 -4.611
Cl: 7.110 1.932 6.310
Cl: 1.296 2.447 -7.354
Cl: -2.205 2.321 -13.193
S: -6.511 -3.443 0.771
O: -0.747 0.436 -1.717
O: 1.031 -1.440 1.820
O: -2.445 -0.044 1.294
O: -3.870 0.384 -4.388
O: -4.644 -1.775 -4.376
N: -4.312 -1.768 2.332
N: -4.341 -1.595 0.940
C: -2.546 0.188 -5.031
C: 7.700 0.636 5.264
C: -5.299 -1.986 -1.505
C: 6.166 -7.550 3.710
C: -3.367 -0.668 0.407
C: -3.736 6.828 -0.401
C: 1.731 -1.237 0.568
C: -3.547 0.293 4.372
C: -3.257 -0.305 -1.097
C: -5.096 -0.079 4.182
C: 9.944 -1.503 -3.261
C: -6.072 -4.674 7.993
C: 1.315 -2.256 -0.603
C: -1.360 -1.050 1.432
C: -5.279 -2.244 0.042
C: -7.039 1.453 -0.053
C: 4.157 -4.833 -3.117
C: -5.439 -0.921 2.861
C: -5.860 4.431 4.638
C: 3.647 -3.959 2.786
C: -11.378 -1.007 9.236
C: 3.073 4.824 -3.404
C: -0.174 3.122 -6.643
C: -0.003 -0.442 2.029
C: -3.120 2.985 -0.583
C: -2.640 2.267 -1.979
C: -4.205 0.186 -8.694
C: -4.252 -0.786 -3.691
C: -3.766 2.845 -12.549
C: 15.845 2.192 0.858
C: 8.206 -7.951 -3.189
C: 11.143 0.515 2.186
C: 4.211 0.634 -2.331
C: -4.238 -0.989 -2.119
C: -2.667 9.252 -3.914
C: -6.984 -0.773 8.159
C: -3.167 1.783 3.809
C: 7.539 -2.016 -0.143
B: -2.137 0.768 -1.602
H: -4.426 -2.764 2.573
H: 4.597 1.573 -1.945
H: 8.546 0.149 5.746
H: 7.454 -8.091 -3.965
H: -7.331 2.202 -0.787
H: -2.857 2.293 0.286
H: -11.745 -0.067 8.828
H: -4.001 2.253 -11.666
H: -3.374 0.369 5.514
H: -4.246 3.203 -0.673
H: -3.670 7.912 -0.484
H: -4.610 6.468 -0.941
H: -5.517 -0.543 5.151
H: -3.932 -0.868 -8.687
H: -1.038 2.746 -7.188
H: -3.002 2.486 4.726
H: -6.065 -2.554 -2.125
H: 16.691 1.707 1.343
H: -5.875 -0.287 2.003
H: 4.058 -4.790 3.362
H: 6.682 -6.972 4.476
H: -6.748 -1.837 8.166
H: -2.609 4.002 -0.422
H: -7.337 -0.466 9.141
H: 0.263 0.582 1.595
H: -2.160 -0.874 -4.819
H: -7.773 -3.007 0.344
H: -2.812 -0.495 4.000
H: 7.066 -2.092 0.835
H: 1.659 -0.177 0.148
H: 7.941 -8.536 -2.310
H: 8.398 -2.683 -0.191
H: -6.285 -1.656 3.154
H: 2.285 -2.495 -1.182
H: 10.981 -1.304 -3.525
H: -7.861 0.757 0.111
H: 3.118 4.408 -4.410
H: -4.006 2.255 3.200
H: 0.883 -3.252 -0.216
H: 2.855 -1.410 0.787
H: -5.658 0.925 4.077
H: -1.759 -1.962 1.990
H: 2.588 -4.130 2.593
H: -0.139 -0.374 3.175
H: -3.562 2.275 -2.660
H: -2.612 0.433 -6.154
H: 3.533 -4.344 -3.864
H: -4.531 2.694 -13.309
H: -4.576 0.477 -7.712
H: -1.821 2.896 -2.497
H: -6.187 -5.705 8.323
H: 6.058 -8.583 4.038
H: 3.399 5.862 -3.419
H: -5.524 -4.106 8.744
H: 4.455 -0.176 -1.644
H: 4.983 -4.179 -2.841
H: 9.622 -0.811 -2.485
H: -6.185 4.428 3.598
H: 10.855 0.511 1.135
H: -1.828 9.898 -3.659
H: -6.256 5.309 5.145
H: 10.712 1.382 2.683
H: -0.336 0.923 -2.470
H: -0.136 4.208 -6.717
H: 15.044 1.470 0.707
H: -1.111 -1.410 0.359
H: 0.607 -1.765 -1.350
H: -1.826 0.904 -4.505
H: -11.109 -1.681 8.424
H: -2.151 1.775 3.259
H: -3.304 9.746 -4.646
H: 6.898 -0.085 5.109